Record 1
C4H9ErMgO4 as an isolated structure at a distorted geometry, computed with the ωB97M-V functional and the def2-TZVPD basis.

Values from the calculation:
2S+1: 5
Highest occupied orbital energy (alpha / beta), Ha: -0.3596 / -0.4924
Kohn-Sham gap (alpha / beta), eV: 5.95 / 9.16
Molar mass, g/mol: 312.68
Energy, hartree: -1673.61186
Relative energy (zero: lowest compared OMol25 entry of this formula, charge and spin), kcal/mol: 0.0
Net charge: +1
LUMO (alpha / beta), eV: -3.837 / -4.233

```
19
Properties=species:S:1:pos:R:3:mulliken_charge:R:1
O 0.296 -1.695 -0.935 -0.707
Mg -1.496 -2.504 -1.015 0.423
O -1.805 -0.686 -0.184 -0.488
C -1.937 0.655 -0.019 -0.135
O -0.734 1.197 0.554 -0.421
C 0.398 1.430 -0.303 -0.676
C 1.578 1.433 0.638 -0.293
O 1.713 0.119 1.202 -0.097
C 2.725 -0.056 2.176 -0.677
Er 0.012 -1.166 0.706 1.116
H -2.809 0.827 0.632 0.252
H -2.010 1.165 -0.999 0.317
H 0.312 2.386 -0.832 0.467
H 0.513 0.570 -1.440 0.323
H 1.382 2.096 1.497 0.319
H 2.508 1.673 0.103 0.391
H 2.823 -1.130 2.369 0.273
H 3.680 0.323 1.786 0.279
H 2.406 0.444 3.101 0.335
```

=====

Record 2
C4H9F6FeN3O8S3 as an isolated structure at a distorted geometry, computed with the ωB97M-V functional and the def2-TZVPD basis.

Values from the calculation:
2S+1: 2
Highest occupied orbital energy (alpha / beta), Ha: -0.5131 / -0.5151
Kohn-Sham gap (alpha / beta), eV: 8.75 / 9.46
Molar mass, g/mol: 493.16
Energy, hartree: -3981.15927
Relative energy (zero: lowest compared OMol25 entry of this formula, charge and spin), kcal/mol: 34.8
Net charge: +1
LUMO (alpha / beta), eV: -5.214 / -4.555

```
34
Properties=species:S:1:pos:R:3:nbo_charge:R:1
Fe 0.689 -1.544 -0.270 1.419
F -1.839 2.107 -0.555 -0.329
C -2.310 1.085 0.183 0.719
F -1.506 0.975 1.251 -0.335
F -3.523 1.362 0.586 -0.270
S -2.299 -0.464 -0.822 2.282
O -0.882 -0.693 -1.168 -0.970
O -3.131 -0.149 -1.921 -0.844
N -2.873 -1.532 0.147 -1.199
S -2.046 -2.576 1.000 2.249
O -0.594 -2.279 1.000 -0.981
O -2.411 -3.918 0.753 -0.831
C -2.554 -2.203 2.736 0.756
F -3.853 -2.387 2.848 -0.279
F -2.254 -0.946 3.043 -0.309
F -1.900 -3.019 3.538 -0.282
O 3.545 -3.070 -1.935 -0.834
S 2.520 -2.460 -1.194 2.487
O 2.854 -1.745 0.110 -0.933
O 1.698 -1.336 -1.875 -0.879
O 1.313 -3.293 -0.755 -0.836
N 1.973 3.576 -1.377 -0.665
C 1.868 2.644 -0.191 -0.229
C 1.297 1.320 -0.674 -0.273
N 1.169 0.335 0.410 -0.795
H 2.352 4.486 -1.107 0.455
H 1.057 3.733 -1.805 0.450
H 2.586 3.185 -2.098 0.450
H 1.229 3.138 0.540 0.234
H 2.872 2.544 0.219 0.237
H 1.941 0.873 -1.433 0.255
H 0.319 1.473 -1.126 0.236
H 0.593 0.673 1.177 0.415
H 2.100 0.106 0.765 0.432
```

=====

Record 3
C4H9FN2O as an isolated structure at a distorted geometry, computed with the ωB97M-V functional and the def2-TZVPD basis.

Values from the calculation:
Highest occupied orbital energy, Ha: -0.3509
Kohn-Sham gap, eV: 10.27
Molar mass, g/mol: 120.13
Energy, hartree: -442.19500
Relative energy (zero: lowest compared OMol25 entry of this formula, charge and spin), kcal/mol: 130.1
Net charge: 0
LUMO, eV: 0.722

```
17
Properties=species:S:1:pos:R:3:nbo_charge:R:1
C 1.495 1.531 0.030 -0.264
C 0.079 -0.296 -0.559 -0.038
C 0.708 -1.383 0.304 0.026
C -1.334 -0.513 -1.034 -0.003
H 2.586 0.731 -0.504 0.192
H 1.791 1.519 1.471 0.147
H 1.393 2.759 -0.496 0.211
H 0.694 -0.574 -1.357 0.202
H 0.355 -2.361 0.011 0.187
H 0.303 -1.347 1.251 0.173
H -1.550 -0.842 -2.105 0.206
H -2.979 0.669 1.166 0.374
H -1.271 0.460 1.231 0.352
N -2.396 -0.292 -0.332 -0.202
N -2.198 0.041 1.054 -0.664
O 0.261 1.170 -0.327 -0.555
F 2.062 -1.272 0.196 -0.344
```

=====

Record 4
A 2-piece molecular cluster, C4H9FNO overall at a distorted geometry, computed with the ωB97M-V functional and the def2-TZVPD basis.

Values from the calculation:
Highest occupied orbital energy (alpha / beta), Ha: -0.4618 / -0.4617
Kohn-Sham gap (alpha / beta), eV: 8.38 / 8.39
Molar mass, g/mol: 106.12
Energy, hartree: -387.26880
Relative energy (zero: lowest compared OMol25 entry of this formula, charge and spin), kcal/mol: 86.9
Net charge: +1
LUMO (alpha / beta), eV: -4.182 / -4.178

```
16
Properties=species:S:1:pos:R:3:nbo_charge:R:1
C 0.268 -1.813 0.990 -0.373
C 0.779 -1.130 -0.022 -0.321
C 0.584 1.819 0.630 0.078
C 0.094 -0.076 -0.638 0.401
N -1.425 0.096 -0.311 -0.717
O 0.183 0.295 -1.916 -0.677
F -0.706 2.212 0.794 -0.346
H 1.100 -2.510 1.297 0.254
H -0.708 -1.775 1.419 0.203
H 1.869 -1.209 -0.332 0.260
H 1.027 2.411 -0.186 0.185
H 1.205 1.381 1.350 0.190
H -1.489 -0.120 0.706 0.448
H -1.963 -0.568 -0.807 0.431
H -1.692 1.064 -0.579 0.471
H 0.874 -0.078 -2.394 0.511
```

=====

Record 5
An isolated ion of composition C4H9FNO and charge +1, computed with the ωB97M-V functional and the def2-TZVPD basis.

Values from the calculation:
Highest occupied orbital energy, Ha: -0.5809
Kohn-Sham gap, eV: 12.08
Molar mass, g/mol: 106.12
Energy, hartree: -387.40724
Structure (SMILES): F[C@@H]1C[NH2+]CCO1
Relative energy (zero: lowest compared OMol25 entry of this formula, charge and spin), kcal/mol: 0.0
Net charge: +1
LUMO, eV: -3.725

```
16
Properties=species:S:1:pos:R:3:nbo_charge:R:1
F 2.037 -1.531 0.498 -0.324
C 1.333 -0.717 -0.336 0.452
C 1.034 0.572 0.443 -0.293
N -0.148 1.201 -0.235 -0.496
C -1.394 0.355 -0.036 -0.247
C -0.951 -1.112 0.085 -0.112
O 0.166 -1.331 -0.766 -0.490
H 1.939 -0.523 -1.228 0.178
H 1.893 1.248 0.431 0.258
H 0.755 0.363 1.479 0.246
H -0.302 2.159 0.077 0.451
H 0.047 1.236 -1.239 0.441
H -1.901 0.701 0.869 0.242
H -2.033 0.527 -0.907 0.241
H -0.719 -1.385 1.122 0.205
H -1.756 -1.765 -0.257 0.248
```

=====

Record 6
C4H9FeO3 as an isolated structure at a distorted geometry, computed with the ωB97M-V functional and the def2-TZVPD basis.

Values from the calculation:
2S+1: 7
Highest occupied orbital energy (alpha / beta), Ha: -0.4669 / -0.4954
Kohn-Sham gap (alpha / beta), eV: 7.24 / 7.82
Molar mass, g/mol: 160.96
Energy, hartree: -1646.69907
Relative energy (zero: lowest compared OMol25 entry of this formula, charge and spin), kcal/mol: 77.8
Net charge: +1
LUMO (alpha / beta), eV: -5.465 / -5.657

```
17
Properties=species:S:1:pos:R:3:nbo_charge:R:1
H 0.599 0.669 1.562 0.086
C -1.166 -2.069 0.123 -0.275
O -0.775 -0.780 -0.345 -0.656
C -1.604 0.298 -0.063 0.093
C -1.453 0.938 1.160 -0.388
H -0.261 -2.687 0.139 0.216
H -1.484 -2.046 1.173 0.216
H -2.020 -2.426 -0.468 0.210
H -2.629 0.036 -0.354 0.189
H 0.223 1.681 -0.192 0.517
H -1.102 1.961 0.996 0.195
H -2.293 0.889 1.856 0.243
O 1.345 1.290 -0.280 -0.826
C 1.769 0.574 0.866 0.249
O 2.077 -0.659 0.507 -0.823
Fe 1.107 -0.587 -1.208 1.561
H 2.586 1.131 1.364 0.191
```

=====

Record 7
A 2-piece molecular cluster, C4H9IN2 overall at a distorted geometry, computed with the ωB97M-V functional and the def2-TZVPD basis.

Values from the calculation:
Highest occupied orbital energy, Ha: -0.2811
Kohn-Sham gap, eV: 8.27
Molar mass, g/mol: 212.03
Energy, hartree: -564.77590
Relative energy (zero: lowest compared OMol25 entry of this formula, charge and spin), kcal/mol: 97.5
Net charge: 0
LUMO, eV: 0.620

```
16
Properties=species:S:1:pos:R:3:nbo_charge:R:1
C -1.374 -1.354 0.507 -0.109
C -1.578 -2.352 -0.546 -0.859
C 1.027 0.491 1.239 -0.479
C 1.324 1.999 -0.673 -0.456
N -0.259 0.185 -0.741 -0.155
N 0.577 0.786 -0.172 -0.037
I -2.860 0.224 0.497 0.017
H -0.874 -2.036 -1.398 0.283
H -1.224 -3.391 -0.045 0.241
H -2.538 -2.479 -1.144 0.223
H 0.800 -0.520 1.325 0.249
H 2.009 0.627 1.400 0.194
H 0.462 1.035 1.999 0.227
H 1.922 1.799 -1.560 0.225
H 0.567 2.752 -0.855 0.230
H 2.019 2.235 0.167 0.205
```

=====

Record 8
A 2-piece molecular cluster, C4H9IN2O overall at a distorted geometry, computed with the ωB97M-V functional and the def2-TZVPD basis.

Values from the calculation:
Highest occupied orbital energy, Ha: -0.3102
Kohn-Sham gap, eV: 8.72
Molar mass, g/mol: 228.03
Energy, hartree: -640.16034
Relative energy (zero: lowest compared OMol25 entry of this formula, charge and spin), kcal/mol: 17.3
Net charge: 0
LUMO, eV: 0.278

```
17
Properties=species:S:1:pos:R:3:nbo_charge:R:1
C -0.418 1.104 -1.488 0.878
C 1.201 -0.878 0.399 -0.582
C -1.143 -1.220 0.988 -0.640
C 0.002 -0.241 1.082 -0.131
N 0.812 1.334 -1.934 -0.842
N -0.014 1.069 0.459 -0.699
O -1.501 1.005 -1.923 -0.517
I -1.647 2.191 1.167 0.213
H 1.070 -0.763 -0.763 0.200
H 2.033 -0.192 0.729 0.210
H 1.300 -1.833 0.655 0.204
H -1.174 -2.041 1.749 0.226
H -1.080 -1.805 -0.116 0.197
H -2.181 -0.836 1.151 0.233
H 0.271 -0.028 2.092 0.201
H 1.494 1.637 -1.283 0.434
H 0.973 1.497 -2.962 0.415
```

=====

Record 9
An isolated ion of composition C4H9INO and charge +1 at a distorted geometry, computed with the ωB97M-V functional and the def2-TZVPD basis.

Values from the calculation:
Highest occupied orbital energy, Ha: -0.5061
Kohn-Sham gap, eV: 9.51
Molar mass, g/mol: 214.03
Energy, hartree: -585.15867
Structure (SMILES): C[N@H+]1COC[C@@H]1I
Relative energy (zero: lowest compared OMol25 entry of this formula, charge and spin), kcal/mol: 45.3
Net charge: +1
LUMO, eV: -4.256

```
16
Properties=species:S:1:pos:R:3:nbo_charge:R:1
C 0.087 0.022 -1.911 -0.458
N -0.314 -0.012 -0.494 -0.486
C -0.344 -1.416 0.315 0.114
O -0.629 -0.931 1.574 -0.496
C 0.314 0.106 1.964 -0.050
C 0.360 0.950 0.373 -0.199
I -0.786 2.872 0.417 0.179
H -0.372 0.856 -2.458 0.254
H 1.125 0.101 -2.105 0.241
H -0.236 -0.816 -2.564 0.256
H -1.378 0.404 -0.402 0.478
H -1.196 -2.118 0.090 0.260
H 0.764 -1.794 0.168 0.200
H 1.305 -0.262 2.073 0.199
H -0.075 0.765 2.840 0.259
H 1.376 1.274 0.122 0.247
```

=====

Record 10
An isolated molecule of C4H9INOP at a distorted geometry, computed with the ωB97M-V functional and the def2-TZVPD basis.

Values from the calculation:
Highest occupied orbital energy, Ha: -0.3264
Kohn-Sham gap, eV: 9.16
Molar mass, g/mol: 245.00
Energy, hartree: -926.80170
Structure (SMILES): CNCPCC(=O)I
Net charge: 0
LUMO, eV: 0.280

```
17
Properties=species:S:1:pos:R:3:nbo_charge:R:1
C 1.897 1.100 -0.085 -0.426
N 1.741 -0.307 0.346 -0.640
C 0.812 -1.089 -0.494 -0.491
P -0.593 -1.669 0.625 0.485
C -1.807 -0.228 0.774 -0.818
C -1.864 0.660 -0.509 0.513
O -1.983 0.234 -1.580 -0.504
I -1.735 2.825 -0.195 -0.023
H 1.732 1.244 -1.169 0.201
H 1.231 1.772 0.502 0.183
H 2.952 1.399 0.115 0.200
H 1.429 -0.329 1.313 0.361
H 0.458 -0.562 -1.401 0.216
H 1.315 -2.034 -0.819 0.217
H -1.235 -2.767 -0.026 -0.007
H -2.793 -0.696 0.991 0.279
H -1.557 0.448 1.612 0.254
```

=====

Record 11
A 2-piece molecular cluster, C4H9IO overall at a distorted geometry, computed with the ωB97M-V functional and the def2-TZVPD basis.

Values from the calculation:
Highest occupied orbital energy, Ha: -0.2859
Kohn-Sham gap, eV: 8.31
Molar mass, g/mol: 200.02
Energy, hartree: -530.61831
Relative energy (zero: lowest compared OMol25 entry of this formula, charge and spin), kcal/mol: 58.7
Net charge: 0
LUMO, eV: 0.530

```
15
Properties=species:S:1:pos:R:3:nbo_charge:R:1
C 0.576 0.906 0.943 -0.711
C -1.369 -0.477 0.075 -0.696
C 1.377 -0.955 -1.151 -0.725
C -0.306 0.537 -0.267 0.505
O -0.682 1.389 -1.198 -0.656
I 3.008 0.333 -1.691 0.032
H 1.502 1.503 0.647 0.238
H 0.846 -0.044 1.515 0.243
H -0.012 1.683 1.659 0.219
H -0.741 -1.293 0.524 0.228
H -2.224 -0.172 0.809 0.229
H -1.765 -0.916 -0.864 0.235
H 1.508 -1.734 -0.411 0.183
H 1.126 -1.373 -2.142 0.191
H 0.012 1.956 -1.378 0.485
```

=====

Record 12
C4H9LiLuO4 as an isolated structure at a distorted geometry, computed with the ωB97M-V functional and the def2-TZVPD basis.

Values from the calculation:
Highest occupied orbital energy, Ha: -0.4289
Kohn-Sham gap, eV: 7.56
Molar mass, g/mol: 303.02
Energy, hartree: -1701.63798
Net charge: +1
LUMO, eV: -4.107

```
19
Properties=species:S:1:pos:R:3:nbo_charge:R:1
O 1.273 0.625 -1.651 -1.252
Li 2.542 0.266 -0.343 0.967
O 1.356 -0.712 0.687 -1.022
C 0.888 -1.979 0.921 0.235
O -0.524 -2.104 1.010 -0.558
C -1.230 -1.586 -0.146 -0.414
C -2.405 -0.784 0.325 -0.130
O -1.941 0.585 0.530 -0.652
C -2.903 1.506 0.988 -0.256
Lu 0.010 0.382 -0.357 2.004
H 1.277 -2.404 1.866 0.179
H 1.183 -2.639 0.073 0.130
H 1.179 0.484 -2.669 0.538
H -1.422 -2.423 -0.833 0.214
H -2.830 -1.115 1.290 0.209
H -3.205 -0.760 -0.432 0.202
H -2.370 2.395 1.344 0.201
H -3.585 1.798 0.173 0.196
H -3.484 1.059 1.808 0.209
```